C40H91N6O2S2 | wB97M-V/def2-TZVPD

Each atom is followed by the atoms it is bonded to, with distances in Å.
Atoms and positions in Å:
1 C 4.20047 1.48596 0.06613  C2 1.542, H23 1.087, H24 1.091, H25 1.087
2 C 3.86181 2.98729 -0.03442  C1 1.542, C3 1.523, H26 1.084, H27 1.092
3 C 2.39818 3.25932 -0.35523  C2 1.523, C4 1.540, H28 1.091, H29 1.092
4 C 2.03766 3.23234 -1.85210  C3 1.540, N5 1.470, H30 1.091, H31 1.091
5 N 3.17600 3.45340 -2.75546  C4 1.470, C6 1.504, C17 1.420
6 C 2.75267 3.18625 -4.17325  N5 1.504, C7 1.538, H32 1.091, H33 1.089
7 C 3.82614 2.47495 -5.01377  C6 1.538, C8 1.551, H34 1.086, H35 1.091
8 C 4.20060 3.21879 -6.32177  C7 1.551, C9 1.540, H36 1.093, H37 1.089
9 C 5.70749 3.48134 -6.49761  C8 1.540, C10 1.515, H38 1.090, H39 1.115
10 C 6.47312 2.39690 -7.22861  C9 1.515, N11 1.496, C12 1.513
11 N 6.40056 1.17484 -6.36871  C10 1.496, H40 1.010, H41 1.011
12 C 7.91589 2.85108 -7.27427  C10 1.513, C13 1.526, H42 1.090, H43 1.118
13 C 8.88151 1.81998 -7.85024  C12 1.526, C14 1.507, H44 1.092, H45 1.085
14 C 10.34187 2.15411 -7.68816  C13 1.507, O15 1.223, O16 1.366
15 O 11.22189 1.31094 -7.58651  C14 1.223
16 O 10.63538 3.48830 -7.67440  C14 1.366, H46 0.959
17 C 3.69650 4.77485 -2.73000  N5 1.420, S18 1.622, S19 1.790
18 S 5.26258 5.00766 -3.08325  C17 1.622
19 S 2.60343 6.14687 -2.37254  C17 1.790, C20 1.813
20 C 3.52323 7.00085 -1.06482  S19 1.813, C21 1.542, H47 1.088, H48 1.089
21 C 4.63328 7.97776 -1.50283  C20 1.542, C22 1.524, H49 1.091, H50 1.087
22 C 4.42171 8.64540 -2.85606  C21 1.524, H51 1.088, H52 1.087, H53 1.089
23 H 3.36546 0.83361 -0.17750  C1 1.087
24 H 4.99068 1.24719 -0.64662  C1 1.091
25 H 4.61784 1.25112 1.04232  C1 1.087
26 H 4.54098 3.44898 -0.74183  C2 1.084
27 H 4.07552 3.44786 0.93223  C2 1.092
28 H 1.76815 2.51338 0.13216  C3 1.091
29 H 2.08134 4.21720 0.06181  C3 1.092
30 H 1.66386 2.23575 -2.08970  C4 1.091
31 H 1.20959 3.91451 -2.05247  C4 1.091
32 H 2.45071 4.11260 -4.66500  C6 1.091
33 H 1.86127 2.56097 -4.14335  C6 1.089
34 H 4.72148 2.34580 -4.41244  C7 1.086
35 H 3.47121 1.47496 -5.26561  C7 1.091
36 H 3.68975 4.18453 -6.32808  C8 1.093
37 H 3.85596 2.64036 -7.17785  C8 1.089
38 H 5.88529 4.42264 -7.01861  C9 1.090
39 H 6.13672 3.58860 -5.47426  C9 1.115
40 H 6.96866 0.44232 -6.76927  N11 1.010
41 H 5.46399 0.79951 -6.42915  N11 1.011
42 H 7.96130 3.74743 -7.89229  C12 1.090
43 H 8.26971 3.15700 -6.25886  C12 1.118
44 H 8.64015 1.68857 -8.90742  C13 1.092
45 H 8.77610 0.84928 -7.37700  C13 1.085
46 H 11.36519 3.62325 -7.06747  O16 0.959
47 H 2.81309 7.54038 -0.44217  C20 1.088
48 H 3.94401 6.21760 -0.43645  C20 1.089
49 H 4.71958 8.75991 -0.74728  C21 1.091
50 H 5.57492 7.43425 -1.50717  C21 1.087
51 H 3.37101 8.82962 -3.07132  C22 1.088
52 H 4.80446 8.03115 -3.66749  C22 1.087
53 H 4.95361 9.59547 -2.89218  C22 1.089
54 C -1.40400 -2.55978 0.83798  C55 1.522, H61 1.091, H62 1.092, H63 1.091
55 C -1.13397 -1.62826 -0.33442  C54 1.522, N56 1.449, H64 1.093, H65 1.102
56 N 0.25587 -1.62017 -0.74274  C55 1.449, C57 1.453, C59 1.452
57 C 0.58944 -0.52818 -1.64117  N56 1.453, C58 1.533, H66 1.094, H67 1.095
58 C -0.07187 -0.49811 -3.02346  C57 1.533, H68 1.089, H69 1.092, H70 1.091
59 C 0.81926 -2.91552 -1.07875  N56 1.452, C60 1.534, H71 1.094, H72 1.092
60 C 0.13430 -3.73595 -2.17960  C59 1.534, H73 1.091, H74 1.092, H75 1.089
61 H -0.73557 -2.33968 1.67145  C54 1.091
62 H -2.43126 -2.42842 1.18377  C54 1.092
63 H -1.28310 -3.60923 0.56527  C54 1.091
64 H -1.39435 -0.61139 -0.02844  C55 1.093
65 H -1.81820 -1.88852 -1.15839  C55 1.102
66 H 1.67504 -0.50329 -1.77018  C57 1.094
67 H 0.33932 0.40518 -1.12513  C57 1.095
68 H 0.33885 -1.25153 -3.69369  C58 1.089
69 H 0.10420 0.47329 -3.49050  C58 1.092
70 H -1.15209 -0.63914 -2.96422  C58 1.091
71 H 0.83864 -3.52101 -0.16807  C59 1.094
72 H 1.87001 -2.76962 -1.33895  C59 1.092
73 H -0.94880 -3.77062 -2.05180  C60 1.091
74 H 0.49933 -4.76474 -2.14788  C60 1.092
75 H 0.34906 -3.35066 -3.17476  C60 1.089
76 C -5.81946 -0.94566 1.55118  C77 1.522, H83 1.091, H84 1.091, H85 1.091
77 C -6.85979 -1.90335 2.11371  C76 1.522, N78 1.451, H86 1.093, H87 1.102
78 N -6.72567 -3.25230 1.59755  C77 1.451, C79 1.450, C81 1.452
79 C -7.87141 -4.09601 1.87848  N78 1.450, C80 1.534, H88 1.094, H89 1.094
80 C -8.18570 -4.42689 3.34306  C79 1.534, H90 1.089, H91 1.093, H92 1.091
81 C -5.42116 -3.86355 1.77881  N78 1.452, C82 1.534, H93 1.093, H94 1.093
82 C -4.86955 -3.97635 3.20599  C81 1.534, H95 1.091, H96 1.092, H97 1.089
83 H -5.82089 -0.96946 0.46087  C76 1.091
84 H -6.04567 0.07278 1.86902  C76 1.091
85 H -4.81265 -1.17958 1.90002  C76 1.091
86 H -7.84969 -1.53834 1.82752  C77 1.093
87 H -6.82085 -1.86376 3.21449  C77 1.102
88 H -7.75632 -5.03046 1.32221  C79 1.094
89 H -8.74797 -3.60792 1.44215  C79 1.094
90 H -7.47936 -5.14288 3.76079  C80 1.089
91 H -9.17676 -4.88149 3.41329  C80 1.093
92 H -8.19235 -3.53828 3.97598  C80 1.091
93 H -4.70010 -3.29783 1.18325  C81 1.093
94 H -5.43961 -4.85609 1.32225  C81 1.093
95 H -4.97985 -3.04541 3.76365  C82 1.091
96 H -3.80296 -4.20741 3.16637  C82 1.092
97 H -5.34850 -4.77381 3.77231  C82 1.089
98 C 7.86891 -2.87508 5.44300  C99 1.522, H105 1.091, H106 1.091, H107 1.091
99 C 6.78581 -2.70084 4.38823  C98 1.522, N100 1.449, H108 1.093, H109 1.102
100 N 6.78522 -1.38196 3.78834  C99 1.449, C101 1.453, C103 1.453
101 C 5.58855 -1.09747 3.01485  N100 1.453, C102 1.532, H110 1.093, H111 1.095
102 C 5.31852 -1.93863 1.76271  C101 1.532, H112 1.089, H113 1.092, H114 1.091
103 C 8.04200 -0.96368 3.19137  N100 1.453, C104 1.534, H115 1.094, H116 1.092
104 C 8.64987 -1.84833 2.09557  C103 1.534, H117 1.091, H118 1.092, H119 1.088
105 H 7.81008 -2.08405 6.19173  C98 1.091
106 H 7.74038 -3.83295 5.94933  C98 1.091
107 H 8.86976 -2.86655 5.00980  C98 1.091
108 H 5.81495 -2.84351 4.87054  C99 1.093
109 H 6.88354 -3.50695 3.64335  C99 1.102
110 H 5.60431 -0.04125 2.73570  C101 1.093
111 H 4.73220 -1.20465 3.68881  C101 1.095
112 H 5.98471 -1.68161 0.94072  C102 1.089
113 H 4.29980 -1.75884 1.41312  C102 1.092
114 H 5.40972 -3.00749 1.96135  C102 1.091
115 H 8.77865 -0.86359 3.99355  C103 1.094
116 H 7.91151 0.04941 2.80450  C103 1.092
117 H 8.64910 -2.90361 2.37284  C104 1.091
118 H 9.68826 -1.55683 1.92598  C104 1.092
119 H 8.12985 -1.74392 1.14521  C104 1.088
120 C -10.81112 -1.74804 3.04382  C121 1.521, H127 1.091, H128 1.090, H129 1.091
121 C -11.55055 -2.59391 4.06925  C120 1.521, N122 1.450, H130 1.093, H131 1.102
122 N -11.80229 -1.88850 5.31127  C121 1.450, C123 1.451, C125 1.452
123 C -12.22266 -2.75752 6.39487  N122 1.451, C124 1.533, H132 1.093, H133 1.095
124 C -13.56017 -3.49461 6.25601  C123 1.533, H134 1.089, H135 1.092, H136 1.090
125 C -12.51975 -0.63254 5.18457  N122 1.452, C126 1.534, H137 1.093, H138 1.093
126 C -13.89618 -0.65284 4.50697  C125 1.534, H139 1.091, H140 1.092, H141 1.089
127 H -9.89656 -1.33233 3.46948  C120 1.091
128 H -10.53526 -2.36286 2.18683  C120 1.090
129 H -11.42423 -0.92659 2.67059  C120 1.091
130 H -10.93098 -3.46281 4.30381  C121 1.093
131 H -12.47218 -2.98482 3.60859  C121 1.102
132 H -12.23438 -2.17275 7.31877  C123 1.093
133 H -11.43529 -3.50488 6.53534  C123 1.095
134 H -14.41298 -2.82811 6.37694  C124 1.089
135 H -13.63848 -4.25915 7.03180  C124 1.092
136 H -13.65094 -3.99881 5.29340  C124 1.090
137 H -11.88247 0.06445 4.63407  C125 1.093
138 H -12.61501 -0.19526 6.18137  C125 1.093
139 H -13.88773 -1.22584 3.57892  C126 1.091
140 H -14.19444 0.36728 4.25675  C126 1.092
141 H -14.66945 -1.06273 5.15490  C126 1.089

Summary:
* LUMO energy: 1.686 eV
* molecular weight: 752.34 g/mol
* Kohn-Sham gap: 2.865 eV
* E_HOMO: -1.18 eV
* largest force on an atom: 1.7 eV Å⁻¹
* charge: -1

Löwdin population analysis, charges in e, atoms 1 to 2:
1 C -0.082
2 C -0.246